1.
C20H21AlN5O3S2 | the ωB97M-V functional and the def2-TZVPD basis

* E_LUMO (alpha / beta): -0.5 / -0.5 eV
* energy relative to the best compared isomer or geometry (same formula, charge and spin): 3.3 kJ/mol
* Kohn-Sham gap (alpha / beta): 3.98 / 7.25 eV
* HOMO (alpha / beta): -4.5 / -7.7 eV

Structure (ORCA input):
```
! wB97M-V def2-TZVPD RIJCOSX def2/J DEFGRID3
* xyz 0 2
S -0.37623 -3.13918 -1.35902
S 0.69214 0.78241 -3.02586
Al -0.30282 -0.86359 -0.34909
O 0.07495 0.96314 0.20518
O -2.22482 -1.28466 3.06557
O 0.23052 -0.27534 -2.04935
N -2.18389 -0.52091 -0.44716
N 0.24948 1.76430 1.23943
N -0.13923 -2.65127 -4.15041
N 1.63518 -1.28317 0.38818
N -0.72941 -1.60463 1.33613
C 0.27194 -2.16552 2.18323
C -0.19371 2.45339 3.45758
C 4.00950 -1.07740 0.47451
C -4.24296 0.38760 -1.27389
C -0.59303 0.80109 -4.24908
C 2.80040 -0.94430 -0.17108
C 1.94183 -0.04497 -3.97753
C -0.40462 1.57604 2.40673
C 1.62058 -1.78250 1.63046
C -4.82415 0.35597 0.04616
C 1.32937 3.68610 2.10555
C -2.97072 -0.04973 -1.44737
C 0.67313 3.51624 3.31265
C -1.94038 -1.22536 1.85313
C 2.80555 -1.94343 2.34590
C -0.24869 -2.85702 -3.01311
C -2.76923 -0.61335 0.84038
C 4.00266 -1.58622 1.76880
C 1.10544 2.79245 1.07994
C -4.07395 -0.15728 1.06537
H 2.83755 -0.12853 -3.36740
H -0.25212 1.39846 -5.09443
H -1.08310 0.74138 2.44790
H 1.56617 2.83999 0.10588
H -4.46329 -0.25102 2.07163
H 2.76079 -2.34627 3.34914
H 4.92704 -0.79247 -0.01985
H 2.74510 -0.56120 -1.18039
H -4.81071 0.72578 -2.12949
H -1.46415 1.26197 -3.78944
H -5.83736 0.69273 0.21315
H 0.83712 4.20823 4.12751
H 2.01700 4.50300 1.94176
H -0.78920 -0.23567 -4.53174
H 0.17141 -1.85445 3.22814
H 4.92935 -1.70007 2.31690
H 1.55345 -1.02598 -4.26147
H -2.52748 -0.07103 -2.43537
H 2.14981 0.57578 -4.84938
H 0.23914 -3.26627 2.18717
H -0.73138 2.27674 4.37785
*
```

2.
C20H21AsF3N7OS2Tc | the ωB97M-V functional and the def2-TZVPD basis

* E_LUMO (alpha / beta): -6.0 / -7.7 eV
* energy relative to the best compared isomer or geometry (same formula, charge and spin): 64.2 kJ/mol
* Kohn-Sham gap (alpha / beta): 8.23 / 6.61 eV
* HOMO (alpha / beta): -14.2 / -14.3 eV

Structure (ORCA input):
```
! wB97M-V def2-TZVPD RIJCOSX def2/J DEFGRID3
* xyz 2 4
Tc 0.27158 0.37554 -0.03256
As -1.26665 -0.99543 -2.94229
S 1.84336 1.01322 1.60002
S -1.11408 2.28962 0.15300
F 4.31290 -0.41157 3.47252
F 6.08483 -0.51940 2.23070
F 4.79968 1.22071 2.14097
O -0.94946 -0.67140 -1.30686
N 2.13225 2.95861 -2.94775
N -2.00014 1.11493 2.53031
N -0.87469 -0.71960 1.49068
N 2.90557 3.19117 -5.28562
N 1.10283 1.32619 -1.50167
N 1.95454 -0.95235 -0.02049
N -2.06885 3.27671 2.45015
C -2.61827 -2.48872 2.74140
C 4.00310 -0.77298 1.18100
C -2.51815 2.90712 3.70289
C -2.80231 -1.12249 2.83912
C 2.54069 3.06655 -4.20057
C -3.14509 -0.75148 -3.17391
C -1.88898 -0.27192 2.23941
C -0.32840 0.13409 -4.16720
C 3.71905 -2.44274 -0.52691
C -1.52334 -2.96410 2.03943
C -2.47252 1.56959 3.76615
C 1.61914 2.11423 -2.23981
C -0.70380 -2.05388 1.41310
C -1.92029 4.65368 1.97233
C -0.79629 -2.81388 -3.29336
C 4.50136 -1.83702 0.45585
C 2.44864 -1.97066 -0.74020
C 2.70795 -0.33639 0.90952
C 4.81886 -0.11029 2.26779
C -1.74382 2.18980 1.74249
H -1.20637 -3.45008 -2.51232
H -3.31692 -3.16783 3.21098
H -2.31438 5.32139 2.73146
H -2.47601 4.78930 1.04786
H 1.79009 -2.40193 -1.48262
H -0.86851 4.87328 1.79997
H -1.22183 -3.09950 -4.25547
H -0.61496 1.17082 -4.00466
H -1.31568 -4.02125 1.95912
H -3.40919 -0.90185 -4.21989
H -3.64864 -0.71580 3.37242
H -2.68863 0.90174 4.57912
H 0.12963 -2.39109 0.81537
H -2.81315 3.63255 4.44062
H -3.67742 -1.46658 -2.55088
H 0.74520 0.01495 -4.04401
H -3.39711 0.26340 -2.87245
H -0.61896 -0.17234 -5.17272
H 4.10026 -3.26786 -1.11028
H 5.50569 -2.19016 0.64897
H 0.28572 -2.91662 -3.34023
*
```

3.
C20H21AsN4O4SV | the ωB97M-V functional and the def2-TZVPD basis

* E_LUMO (alpha / beta): 0.3 / 0.3 eV
* energy relative to the best compared isomer or geometry (same formula, charge and spin): 29.1 kJ/mol
* Kohn-Sham gap (alpha / beta): 6.42 / 5.53 eV
* HOMO (alpha / beta): -6.1 / -5.2 eV

Structure (ORCA input):
```
! wB97M-V def2-TZVPD RIJCOSX def2/J DEFGRID3
* xyz 0 2
As 0.94253 -1.25221 -2.36614
V 0.50098 0.16254 0.65896
S 0.76545 2.38814 -0.47590
O 1.62072 -0.73924 -0.93546
O 3.89940 -0.78701 2.52742
O 2.65235 2.00204 3.52819
O -1.12862 0.14270 -0.70289
N 1.89965 0.33999 2.05819
N -0.52475 1.24448 2.12407
N -1.59351 1.33282 -1.13631
N 0.70178 -1.86684 1.41942
C 1.81579 1.45261 2.84884
C -3.43000 2.45144 -2.14011
C 2.27636 -2.29810 -3.26024
C -1.40487 3.13376 3.94142
C -0.56837 -2.42667 -2.21631
C 2.75478 -0.71733 2.13272
C 1.94427 -4.34135 1.39759
C 0.00210 -2.97420 1.19672
C -2.30856 2.44325 3.14208
C -2.85730 1.32737 -1.62438
C -2.66411 3.62889 -2.15508
C -0.05509 2.85734 3.81989
C 0.57305 -4.23619 1.18461
C 2.01500 -1.97436 1.67979
C 0.45771 0.20965 -3.51345
C 2.67535 -3.19681 1.65524
C -1.39462 3.61638 -1.65401
C -1.82487 1.50940 2.24525
C -0.80748 2.44666 -1.11108
C 0.35502 1.90902 2.89682
H 2.43019 -5.30870 1.38051
H -0.04388 -5.10604 1.00654
H 2.60766 -3.07924 -2.57870
H 1.86436 -2.74372 -4.16549
H -3.37329 2.61781 3.20861
H -1.03452 -2.49868 -3.20010
H -0.22723 -3.41259 -1.90445
H 0.85162 0.04898 -4.51605
H -3.07937 4.54310 -2.55793
H 3.73710 -3.20797 1.85663
H -4.44111 2.41348 -2.51569
H -2.48050 0.94972 1.58787
H -1.05545 -2.83252 1.00177
H -0.62516 0.30932 -3.55066
H -0.78813 4.51063 -1.65045
H -1.26894 -2.00953 -1.49959
H 0.89016 1.10813 -3.07411
H -1.75023 3.86949 4.65563
H 3.12407 -1.66389 -3.51191
H -3.33175 0.36015 -1.55416
H 0.70420 3.34391 4.41590
*
```

Which value of energy relative to the best compared isomer or geometry (same formula, charge and spin) does entry 2 give? 64.2 kJ/mol